# C29H28CoN5O6S3

C29H28CoN5O6S3 as an isolated structure (ωB97M-V/def2-TZVPD, the Open Molecules 2025 dataset).

```
72
Properties=species:S:1:pos:R:3:forces:R:3
Co -0.751 -0.175 0.032 0.0 0.0 0.0
C 1.932 6.333 -0.575 0.0 0.0 0.0
C 0.755 5.428 -0.321 0.0 0.0 0.0
C 0.207 4.659 -1.343 0.0 0.0 0.0
C -0.853 3.797 -1.103 0.0 0.0 0.0
C -1.386 3.698 0.174 0.0 0.0 0.0
C -0.871 4.481 1.201 0.0 0.0 0.0
C 0.195 5.332 0.951 0.0 0.0 0.0
S -2.634 2.473 0.543 0.0 0.0 0.0
O -3.388 3.034 1.643 0.0 0.0 0.0
O -3.341 2.244 -0.697 0.0 0.0 0.0
N -1.841 1.183 0.992 0.0 0.0 0.0
C -1.461 1.194 2.410 0.0 0.0 0.0
C -0.829 -0.136 2.786 0.0 0.0 0.1
O -0.682 -0.437 3.964 0.0 0.0 0.0
O -0.462 -0.860 1.786 0.0 0.0 0.0
H 2.112 6.452 -1.643 0.0 0.0 0.0
H 2.843 5.927 -0.128 0.0 0.0 0.0
H 1.771 7.322 -0.143 0.0 0.0 0.0
H 0.626 4.726 -2.341 0.0 0.0 0.0
H -1.256 3.175 -1.891 0.0 0.0 0.0
H -1.319 4.421 2.184 0.0 0.0 0.0
H 0.596 5.937 1.758 0.0 0.0 0.0
H -2.313 1.374 3.062 0.0 0.0 0.0
H -0.712 1.969 2.637 0.0 0.0 0.0
C 2.047 -6.115 4.080 0.0 0.0 0.0
C 1.387 -5.428 2.915 0.0 0.0 0.0
C 0.393 -4.475 3.121 0.0 0.0 0.0
C -0.192 -3.808 2.058 0.1 0.0 0.0
C 0.225 -4.094 0.764 0.0 0.0 0.0
C 1.202 -5.054 0.536 0.0 0.0 0.0
C 1.777 -5.715 1.611 0.0 0.0 0.0
S -0.467 -3.208 -0.607 0.0 0.0 -0.1
O -0.204 -4.019 -1.774 0.0 0.0 0.0
O -1.862 -2.951 -0.277 0.0 -0.1 0.0
N 0.226 -1.780 -0.666 0.0 0.0 0.1
C 1.560 -1.613 -0.960 0.0 0.0 0.0
C 2.422 -2.540 -1.517 0.0 0.0 0.0
C 3.779 -2.233 -1.731 0.0 0.0 0.0
C 4.306 -1.013 -1.417 0.0 0.0 0.0
C 3.458 -0.022 -0.869 0.0 0.0 0.0
C 3.903 1.273 -0.517 0.0 0.0 0.0
C 3.027 2.175 0.010 0.0 0.0 0.0
C 1.681 1.794 0.181 0.0 0.0 0.0
N 1.238 0.608 -0.143 0.0 0.0 0.0
C 2.096 -0.315 -0.653 0.0 0.0 0.0
H 1.398 -6.116 4.956 0.0 0.0 0.0
H 2.975 -5.609 4.358 0.0 0.0 0.0
H 2.299 -7.149 3.838 0.0 0.0 0.0
H 0.077 -4.231 4.129 0.0 0.0 0.0
H -0.938 -3.048 2.227 0.0 0.0 0.0
H 1.486 -5.298 -0.477 0.0 0.0 0.0
H 2.538 -6.466 1.432 0.0 0.0 0.0
H 2.040 -3.504 -1.816 0.0 0.0 0.0
H 4.416 -2.996 -2.163 0.0 0.0 0.0
H 5.352 -0.788 -1.583 0.0 0.0 0.0
H 4.945 1.530 -0.670 0.0 0.0 0.0
H 3.337 3.172 0.295 0.0 0.0 0.0
H 0.957 2.489 0.592 0.0 0.0 0.0
C -3.664 1.775 -3.718 0.0 0.0 0.0
N -3.823 0.523 -3.010 0.0 0.0 0.0
C -5.017 -0.142 -2.794 0.0 0.0 0.0
C -4.754 -1.164 -1.955 0.0 0.0 0.0
N -3.412 -1.106 -1.662 0.0 0.0 0.0
C -2.844 -0.063 -2.288 0.0 0.0 0.0
S -1.224 0.440 -2.197 0.0 -0.1 0.0
H -4.524 1.914 -4.370 0.0 0.0 0.0
H -2.756 1.741 -4.316 0.0 0.0 0.0
H -3.596 2.589 -2.998 0.0 0.0 0.0
H -5.936 0.180 -3.250 0.0 0.0 0.0
H -5.398 -1.920 -1.545 0.0 0.0 0.0
H -2.876 -1.779 -1.098 0.0 0.0 0.0
```
Forces are in eV/Å.

## Properties
- charge = -1
- E (eV) = -120400.919
- strongest force on any atom (eV/A) = 0.1
- highest occupied orbital energy (spin up / spin down) (eV) = -5.014 / -4.992
- spin multiplicity = 2
- frontier orbital gap (spin up / spin down) (Eh) = 0.2767 / 0.2759
- energy above the lowest of the compared OMol25 structures with the same formula, charge and spin (kJ/mol) = 0.00

Atom charges from the Löwdin analysis, given in e for atoms 1 to 4: atom 1 (Co): 0.331, atom 2 (C): -0.059, atom 3 (C): -0.293, atom 4 (C): -0.046